Record 1
Here is a gas-phase ion, C42H34NO3 (charge -1) at a distorted geometry from the Open Molecules 2025 dataset. Energies are from ωB97M-V with the def2-TZVPD basis set.

Kohn-Sham gap: 5.59 eV
multiplicity: 1
SMILES: CCOC(=O)[C@H](N=C(c1ccccc1)c1ccccc1)[C@H](c1ccccc1)c1cc(-c2ccccc2)c([O-])c(-c2ccccc2)c1
HOMO level: -0.121 hartree
charge: -1
energy: -1901.38333 Ha

Structure (XYZ):
```
80
C42H34NO3 (ωB97M-V with the def2-TZVPD basis set)
C 5.622 1.098 2.962
C 4.564 1.841 3.720
O 3.593 0.847 4.158
C 2.334 1.315 4.258
O 1.892 2.288 3.681
C 1.513 0.442 5.174
N 0.170 0.561 4.749
C -0.723 -0.134 4.152
C -2.024 0.568 3.982
C -3.251 -0.118 3.985
C -4.449 0.579 3.790
C -4.438 1.972 3.633
C -3.212 2.649 3.602
C -2.014 1.959 3.808
C -0.616 -1.534 3.612
C -1.288 -1.967 2.445
C -1.136 -3.281 1.980
C -0.313 -4.181 2.674
C 0.283 -3.780 3.878
C 0.121 -2.471 4.341
C 1.885 0.869 6.589
C 0.810 0.475 7.587
C -0.509 0.861 7.356
C -1.545 0.490 8.210
C -1.208 -0.170 9.400
C 0.125 -0.536 9.667
C 1.137 -0.232 8.746
C 2.319 2.339 6.751
C 3.678 2.708 6.779
C 4.101 4.027 6.659
C 5.516 4.358 6.436
C 6.540 3.370 6.444
C 7.825 3.662 5.976
C 8.154 4.955 5.548
C 7.197 5.974 5.654
C 5.923 5.675 6.129
C 3.062 5.094 6.566
O 3.318 6.275 6.249
C 1.653 4.674 6.738
C 0.541 5.587 6.468
C -0.707 5.040 6.065
C -1.799 5.851 5.768
C -1.677 7.245 5.856
C -0.455 7.808 6.257
C 0.634 6.990 6.563
C 1.388 3.340 7.012
H 6.546 1.668 3.070
H 5.762 0.078 3.341
H 5.348 1.073 1.902
H 4.975 2.279 4.644
H 4.038 2.601 3.130
H 1.848 -0.610 5.074
H -3.264 -1.205 4.140
H -5.388 0.024 3.753
H -5.377 2.519 3.502
H -3.177 3.720 3.409
H -1.054 2.480 3.800
H -1.943 -1.291 1.886
H -1.666 -3.627 1.083
H -0.157 -5.193 2.295
H 0.866 -4.475 4.485
H 0.534 -2.162 5.303
H 2.780 0.248 6.776
H -0.744 1.433 6.459
H -2.570 0.751 7.930
H -1.992 -0.392 10.125
H 0.380 -1.062 10.599
H 2.176 -0.523 8.914
H 4.419 1.916 6.933
H 6.340 2.367 6.827
H 8.571 2.865 5.956
H 9.153 5.168 5.167
H 7.431 7.004 5.373
H 5.198 6.480 6.213
H -0.808 3.959 5.950
H -2.741 5.392 5.464
H -2.524 7.891 5.614
H -0.340 8.890 6.335
H 1.581 7.436 6.854
H 0.412 3.076 7.417
```

So, what does the Löwdin scheme give us? The charges, in e, come out as: -0.068 -0.191 0.001 -0.439 0.126 -0.215 0.135 -0.175 -0.166 -0.047 -0.093 -0.094 -0.076 -0.014 -0.139 -0.036 -0.086 -0.096 -0.078 -0.030 -0.163 -0.178 -0.060 -0.067 -0.106 -0.095 -0.032 -0.179 -0.025 -0.098 -0.157 -0.069 -0.121 -0.131 -0.097 -0.028 -0.302 -0.072 -0.091 -0.148 -0.035 -0.111 -0.124 -0.101 -0.028 -0.002 0.074 0.081 0.075 0.096 0.129 0.140 0.117 0.097 0.098 0.099 0.116 0.117 0.102 0.097 0.102 0.112 0.143 0.097 0.105 0.090 0.096 0.112 0.108 0.095 0.089 0.082 0.094 0.086 0.088 0.083 0.085 0.091 0.098 0.106



Record 2
Here is a molecular structure, C42H35BrF10N7O6P2S5Ti at a distorted geometry from the Open Molecules 2025 dataset. Energies are from ωB97M-V with the def2-TZVPD basis set.

expectation value of S²: 0.754
Kohn-Sham gap (spin up / spin down): 7.02 / 7.04 eV
multiplicity: 2
HOMO level (spin up / spin down): -0.290 / -0.290 hartree
charge: 0
ΔE to the lowest compared entry with this formula, charge and spin: 94.4 kJ/mol
energy: -9552.28152 Ha

Structure (XYZ):
```
109
C42H35BrF10N7O6P2S5Ti (ωB97M-V with the def2-TZVPD basis set)
Ti -1.165 -0.298 0.733
S -2.057 -2.267 -0.611
C -0.953 -2.993 0.450
N -0.145 -2.155 1.058
C 0.746 -2.808 1.912
C 1.744 -2.256 2.705
C 2.527 -3.084 3.489
C 2.334 -4.463 3.496
C 1.347 -5.030 2.709
C 0.568 -4.193 1.925
S -0.737 -4.646 0.879
H 1.904 -1.191 2.728
H 3.294 -2.649 4.117
H 2.945 -5.093 4.127
H 1.175 -6.097 2.721
F 5.727 -1.549 -4.738
C 4.480 -1.328 -4.327
C 3.489 -1.026 -5.239
F 3.780 -0.960 -6.536
C 2.203 -0.790 -4.789
F 1.287 -0.501 -5.712
C 1.858 -0.836 -3.441
P 0.174 -0.321 -2.868
C 0.078 1.250 -3.817
C 1.034 2.220 -3.517
C 1.041 3.435 -4.185
C 0.075 3.706 -5.143
C -0.891 2.755 -5.433
C -0.887 1.529 -4.780
C -0.938 -1.465 -3.742
C -0.522 -2.680 -4.273
C -1.450 -3.572 -4.795
C -2.799 -3.255 -4.798
C -3.224 -2.046 -4.265
C -2.303 -1.164 -3.726
C 2.880 -1.157 -2.542
Br 2.587 -1.328 -0.681
C 4.170 -1.398 -2.983
F 5.154 -1.692 -2.127
H 1.784 2.033 -2.754
H 1.790 4.175 -3.935
H 0.070 4.660 -5.653
H -1.648 2.962 -6.178
H -1.624 0.783 -5.045
H 0.528 -2.945 -4.276
H -1.113 -4.517 -5.202
H -3.519 -3.953 -5.204
H -4.278 -1.797 -4.244
H -2.652 -0.246 -3.266
F -2.488 0.571 -0.769
P -4.002 0.835 0.073
F -5.287 1.033 0.945
F -3.144 1.870 0.961
F -3.432 -0.363 1.088
F -4.339 1.975 -0.965
F -4.642 -0.278 -0.847
C 5.219 1.579 -1.859
C 5.662 2.993 -1.519
S 4.332 4.035 -0.961
O 4.816 5.382 -0.848
O 3.166 3.744 -1.758
C 3.973 3.457 0.697
C 2.622 3.994 1.165
N 1.489 3.211 0.661
C 1.239 1.943 1.030
N 0.201 1.449 0.356
C -0.245 2.446 -0.471
C 0.531 3.537 -0.282
N 0.346 4.823 -0.884
O -0.472 4.880 -1.775
O 0.993 5.762 -0.450
C 2.000 1.232 2.087
H 6.062 1.021 -2.266
H 4.424 1.599 -2.604
H 4.861 1.033 -0.984
H 6.037 3.532 -2.392
H 6.438 3.039 -0.753
H 4.767 3.835 1.340
H 4.006 2.366 0.701
H 2.483 5.027 0.861
H 2.587 3.960 2.252
H -1.092 2.327 -1.123
H 2.413 1.923 2.819
H 2.806 0.628 1.669
H 1.301 0.589 2.618
N -7.630 -2.148 5.576
C -6.253 -2.249 5.392
C -5.738 -2.815 4.221
C -4.376 -2.959 4.054
C -3.508 -2.542 5.056
C -4.002 -1.979 6.222
C -5.369 -1.840 6.392
S -1.771 -2.681 4.801
O -1.486 -4.008 4.336
O -1.099 -2.200 5.989
N -1.529 -1.681 3.550
C -1.262 -0.421 3.754
S -0.909 0.406 5.260
C -0.867 1.927 4.414
C -1.045 1.754 3.100
N -1.218 0.431 2.698
H -8.169 -2.111 4.725
H -7.921 -1.443 6.235
H -6.416 -3.138 3.440
H -3.980 -3.389 3.142
H -3.312 -1.659 6.992
H -5.757 -1.408 7.307
H -0.760 2.863 4.939
H -1.126 2.543 2.370
```

Here are the Löwdin charges for atoms 1 to 99, given in e: 1.008 0.723 -1.087 -0.159 -0.344 -0.041 -0.067 -0.074 -0.075 -0.471 1.097 0.071 0.107 0.106 0.115 0.138 -0.136 -0.128 0.139 -0.218 0.122 -0.316 1.109 -0.367 -0.121 -0.081 -0.075 -0.067 -0.077 -0.407 -0.085 -0.073 -0.078 -0.072 -0.163 -0.575 0.903 -0.290 0.070 0.083 0.099 0.106 0.106 0.093 0.103 0.105 0.104 0.111 0.100 -0.330 0.194 -0.073 -0.137 -0.242 -0.091 -0.108 -0.111 -0.279 0.654 -0.289 -0.301 -0.191 -0.113 0.077 -0.319 0.036 -0.032 -0.132 -0.318 0.123 0.087 0.007 0.088 0.074 0.062 0.113 0.110 0.120 0.089 0.115 0.131 0.124 0.097 0.065 0.057 0.095 -0.318 -0.023 -0.052 -0.294 -0.056 -0.030 0.585 -0.292 -0.374 -0.086 -0.677 1.077 -0.383



Record 3
Here is a molecular structure, C42H35BrF4NOPTeW at a distorted geometry from the Open Molecules 2025 dataset. Energies are from ωB97M-V with the def2-TZVPD basis set.

expectation value of S²: 0.768
Kohn-Sham gap (spin up / spin down): 6.14 / 3.50 eV
multiplicity: 2
HOMO level (spin up / spin down): -0.585 / -0.585 hartree
charge: +3
ΔE to the lowest compared entry with this formula, charge and spin: 113.4 kJ/mol
energy: -5400.28860 Ha

Structure (XYZ):
```
87
C42H35BrF4NOPTeW (ωB97M-V with the def2-TZVPD basis set)
W -0.612 -0.325 1.291
F -3.074 -6.954 2.874
C -2.565 -5.985 2.172
C -1.758 -6.219 1.100
F -1.467 -7.422 0.723
C -1.218 -5.106 0.355
F -0.501 -5.433 -0.667
C -1.464 -3.749 0.685
P -0.890 -2.268 -0.277
C 0.548 -2.803 -1.200
C 0.582 -2.688 -2.588
C 1.700 -3.142 -3.277
C 2.768 -3.698 -2.587
C 2.738 -3.796 -1.198
C 1.632 -3.345 -0.501
C -2.294 -2.086 -1.404
C -3.083 -0.936 -1.384
C -4.207 -0.847 -2.193
C -4.551 -1.910 -3.017
C -3.771 -3.061 -3.043
C -2.648 -3.154 -2.238
C -2.290 -3.540 1.744
Br -2.849 -1.796 2.230
C -2.844 -4.641 2.493
F -3.617 -4.403 3.492
H -0.261 -2.278 -3.129
H 1.727 -3.075 -4.358
H 3.627 -4.069 -3.132
H 3.572 -4.236 -0.666
H 1.599 -3.433 0.581
H -2.836 -0.111 -0.733
H -4.819 0.046 -2.175
H -5.434 -1.842 -3.642
H -4.039 -3.885 -3.691
H -2.036 -4.049 -2.279
C 4.921 3.824 -3.901
C 3.776 3.285 -3.090
C 3.422 3.860 -1.873
C 2.348 3.410 -1.114
C 2.023 4.129 0.177
C 1.647 2.308 -1.617
Te -0.062 1.753 -0.481
N -1.837 0.921 1.742
C -2.952 1.270 2.530
O -3.707 0.392 2.915
C -3.116 2.681 2.865
C -2.544 3.681 2.075
C -2.687 5.006 2.441
C -3.379 5.329 3.604
C -3.948 4.334 4.390
C -3.829 3.007 4.019
C 1.058 1.256 1.305
C 0.750 1.957 2.515
C 1.616 1.930 3.581
C 2.812 1.228 3.467
C 3.142 0.553 2.297
C 2.306 0.555 1.193
C 2.772 -0.128 -0.056
C 1.943 1.712 -2.841
C 1.140 0.591 -3.442
C 3.022 2.215 -3.553
H 5.309 4.752 -3.489
H 4.613 4.002 -4.931
H 5.738 3.102 -3.940
H 3.991 4.707 -1.505
H 2.537 5.088 0.202
H 2.354 3.560 1.050
H 0.958 4.334 0.281
H -2.029 3.427 1.156
H -2.266 5.788 1.824
H -3.481 6.367 3.894
H -4.492 4.592 5.289
H -4.283 2.219 4.605
H -0.135 2.574 2.564
H 1.380 2.480 4.483
H 3.511 1.228 4.296
H 4.085 0.024 2.234
H 3.370 -1.006 0.186
H 3.407 0.557 -0.625
H 1.961 -0.429 -0.714
H 0.363 0.231 -2.765
H 1.780 -0.250 -3.705
H 0.648 0.928 -4.358
H 3.270 1.766 -4.510
C 0.281 -1.430 2.669
H 1.355 -1.593 2.756
H -0.225 -1.836 3.543
```

So, what does the Löwdin scheme give us? The charges, in e, come out as: 1.036 0.235 -0.109 -0.079 0.249 -0.107 0.225 -0.254 0.957 -0.396 -0.087 -0.038 -0.019 -0.044 -0.120 -0.377 -0.108 -0.036 -0.021 -0.031 -0.084 -0.462 1.173 -0.142 0.230 0.111 0.128 0.128 0.125 0.110 0.056 0.125 0.129 0.127 0.111 -0.018 -0.223 0.018 -0.289 -0.050 -0.405 1.579 -0.194 -0.490 -0.071 -0.171 -0.051 -0.046 -0.026 -0.029 0.012 -0.613 -0.127 -0.022 0.020 -0.013 -0.302 -0.032 -0.308 -0.055 0.012 0.088 0.097 0.098 0.133 0.098 0.077 0.059 0.062 0.117 0.124 0.124 0.130 0.093 0.134 0.137 0.139 0.097 0.113 0.042 0.011 0.083 0.107 0.141 -0.159 0.009 0.000